Model 1:
83
Properties=species:S:1:pos:R:3 method="wB97M-V/def2-TZVPD" s_squared=0.76 gap_ev="6.4 / 5.7" e_homo_ev="-2.65 / -2.65" multiplicity=2 total_charge=-2 lumo_energy_ev="3.79 / 3.00"
N 1.60872 -0.29682 -4.15548
C 1.02991 0.56596 2.95626
C -3.04654 -0.24981 2.09067
C 0.08198 -4.84447 0.23145
C 1.19221 3.39306 0.23499
Sb -1.32523 -3.24051 -4.33123
H -1.40638 -6.03734 1.18981
F -1.04727 -1.44478 -4.95272
H 0.05655 -8.02854 1.38577
S -3.93703 -1.57555 2.62650
H -3.49737 2.76160 6.21510
H -1.96178 -0.06588 3.75777
C 0.42981 -7.12215 0.92399
C -1.22612 5.02754 4.07290
C 1.70915 4.21256 -2.04239
C -1.92980 4.23446 6.23415
B -1.90373 3.13570 -2.24703
H 2.68734 -2.15343 3.76366
H 1.56705 2.88940 -5.17777
H 2.97161 -3.60493 -1.06288
C 0.99223 1.98579 -4.98049
C 2.56617 -0.85934 -3.34775
Te -2.36316 4.17016 1.35647
N -2.18842 0.40778 2.90022
F -3.22833 2.97635 -1.80484
H 1.64223 1.44877 0.57664
C 3.34190 0.18397 -2.93416
H 0.69307 1.54551 -5.93335
H -0.58590 5.65942 3.46999
H 1.43998 -3.44260 -1.91272
N 1.28704 4.41792 -0.67440
H -4.01012 -1.40490 0.22886
C -1.10698 5.03707 5.45463
F -1.80590 2.92408 -3.62472
H 2.38184 -7.92486 0.52541
N 1.87826 2.24374 -0.02251
C 2.19858 -5.89664 -0.14314
F 0.58635 -3.32304 -4.21139
C 1.38423 -4.77567 -0.25920
Cs -0.45358 -0.44726 -1.33696
H 2.63848 3.64224 -2.08459
C 2.14727 -1.32522 3.32679
F -1.47239 -4.97442 -3.60198
H 3.21719 -5.84904 -0.51296
H -2.60622 1.02308 0.55131
C 2.01373 -2.23677 1.01547
H 1.91250 5.18460 -2.49462
F -1.29648 -2.49028 -2.55891
H 2.57338 -1.91353 -3.13780
H 4.19057 0.14697 -2.26953
H -0.36680 5.67580 5.92277
H 2.61382 -3.07228 1.41167
C -0.39021 -6.00674 0.81607
F -1.30361 -3.90159 -6.09712
F -1.44989 4.42439 -1.92565
C 1.88455 -3.51234 -0.91607
N 2.88707 1.36225 -3.47241
C 1.72742 -7.06471 0.44201
H -1.42416 0.93037 2.49109
C 1.83881 1.04125 -4.20300
H -1.83379 4.24662 7.31358
H 0.49139 5.03291 -0.56594
C -2.96221 3.37735 4.23928
C 1.66110 -0.17719 3.95958
C -2.86044 3.40763 5.62241
H 0.84324 -0.79318 -4.59663
N 1.57705 -2.29183 -0.18620
C 1.77222 -1.20485 1.97939
N -3.67145 -0.55013 -0.21189
N 1.07504 -0.04514 1.75586
O 0.56081 3.54431 1.29274
N -3.15244 0.22359 0.84523
H 0.95596 3.70315 -2.64987
H 2.21421 2.04745 -0.95416
H 1.75931 0.10574 4.99817
H -4.47944 -0.06784 -0.59287
H -0.56086 -3.97610 0.15559
H 0.08456 2.26318 -4.44057
F -1.10166 2.15484 -1.57566
H 0.60400 1.56066 3.03866
C -2.15594 4.19657 3.45016
H -3.65825 2.69595 3.76808
F -3.19998 -3.02005 -4.38758

Model 2:
83
Properties=species:S:1:pos:R:3 method="wB97M-V/def2-TZVPD" s_squared=0.76 gap_ev="6.6 / 5.9" e_homo_ev="-2.88 / -2.88" multiplicity=2 total_charge=-2 lumo_energy_ev="3.73 / 2.99"
H -0.88285 -2.21051 6.00760
H -0.88953 -6.66720 3.87899
H 0.68371 1.27191 -3.92747
N -2.07723 1.03029 3.14250
C -1.54019 -5.50214 5.56353
H -3.26169 1.77160 4.66485
F 1.93308 1.61117 -1.18291
C -1.53946 -4.24654 6.15510
H 1.10188 4.04466 -0.29467
C -0.89066 -5.69264 4.35194
N 0.34214 4.24916 0.33692
H 0.87204 1.28725 2.88439
F 3.24008 3.76801 -0.53769
C -3.12124 -2.43149 -2.60470
H -1.28848 0.99331 3.76845
H 2.27520 1.99299 3.32548
H -3.07542 -2.99707 -3.52473
H -2.01902 6.19780 -5.43264
H 3.23791 -1.22781 -2.75886
N -2.61990 1.25749 0.88384
H 1.74179 -4.68975 0.98146
C -3.49316 -1.72806 -0.52326
C -0.23225 -3.36486 4.31926
B 4.24981 -1.23383 3.03445
C 0.31496 3.79390 1.60573
N -1.13964 0.65467 -3.12878
H -1.30032 3.10719 -2.54924
O -0.62878 0.40135 1.52125
C -2.51865 -1.18982 -2.37156
H 3.37950 -2.75321 0.65554
Sb 3.34442 2.61371 -2.04356
H 1.88137 2.57778 1.15441
H -2.04543 -4.08620 7.09978
H -3.24255 2.78935 3.21873
C -1.73300 0.88575 1.83421
C -0.24511 -4.63123 3.73273
C 1.92295 -4.20088 0.04135
F 4.18684 -1.60789 1.65119
C 3.68542 -1.68077 -1.87676
H 0.52921 -4.97361 -1.46731
C 1.33699 -4.31916 -1.18259
H 4.68071 -2.04435 -2.14061
H -0.33816 4.94449 0.09613
C -1.70263 4.74483 -3.87962
H -3.80213 -1.63673 0.51154
F 3.26123 1.37173 -3.46006
F 4.60877 1.56028 -1.14103
C -0.88770 -3.18645 5.53939
C -1.28343 3.46142 -3.57171
C 2.81945 -2.78770 -1.37948
F 3.42324 -0.10556 3.21253
F 5.56587 -0.94018 3.37634
N 2.87930 -3.22692 -0.09766
H -1.23887 4.67925 -7.22926
H -2.60769 0.68966 0.01148
H -1.63854 -0.96558 -4.30876
H -0.49752 2.38903 -6.67388
F 4.68570 3.62394 -2.88381
C -1.72950 -0.45898 -3.33524
Cs 0.40232 -0.28038 -0.71389
F 3.76341 -2.30760 3.80028
N 1.30578 2.18523 3.09508
C -1.68917 5.19329 -5.19601
F 1.96894 3.61849 -2.86046
C -0.83445 3.05479 -5.88644
H 3.82156 -0.91280 -1.11366
H -0.40455 0.56976 -5.12477
H -4.16014 1.24882 3.25044
N -2.74855 -0.76327 -1.09346
C -0.36899 1.20581 -4.22762
C -3.75673 -2.78170 -1.40653
H -4.31788 -3.67844 -1.18867
H -2.04297 5.40210 -3.08826
H 0.24366 -4.78064 2.77959
C -1.25223 4.34306 -6.19897
H -3.52035 1.59132 1.17950
S -0.86716 4.33649 2.68488
Te 0.72925 -1.74962 3.37947
H -2.04899 -6.32882 6.04486
N 1.89895 -3.42729 -2.07122
N 1.29596 2.92879 1.90077
C -3.24809 1.75611 3.57656
C -0.84247 2.59963 -4.57471

Energetically preferred structure: model 1 | next structure: +34.8 kJ/mol

Model 1:
7
Properties=species:S:1:pos:R:3 method="wB97M-V/def2-TZVPD" gap_ev=8.1 e_homo_ev=-8.69 total_charge=0 smiles="C=C=C=C=O" lumo_energy_ev=-0.63
C -0.91339 0.02914 0.08961
C -2.18290 -0.04495 0.05399
H 2.15661 -0.85006 -0.25342
C 1.74096 0.01625 -0.04742
C 0.40438 -0.01037 0.10736
H 2.15388 0.94618 -0.00929
O -3.35953 -0.08619 0.05917

Model 2:
7
Properties=species:S:1:pos:R:3 method="wB97M-V/def2-TZVPD" gap_ev="7.6 / 7.7" e_homo_ev="-8.62 / -8.66" total_charge=0 smiles="c1cc2oc1=2" lumo_energy_ev="-0.97 / -1.00"
C -0.53270 -0.66345 -0.08019
O 1.77986 -0.08905 -0.17356
C 0.86117 -0.95414 0.08840
H -1.32393 1.37126 -0.04184
H -1.25629 -1.27610 0.21895
C 0.96200 0.92581 0.03853
C -0.49010 0.68567 -0.05029

Energetically preferred structure: model 1 | next structure: +388.5 kJ/mol

Model 1:
34
Properties=species:S:1:pos:R:3 method="wB97M-V/def2-TZVPD" gap_ev=8.6 e_homo_ev=-7.82 total_charge=0 smiles=Cc1c[nH]c2ccccc12.Cc1ccccc1 lumo_energy_ev=0.82
C 0.28844 -2.23097 -0.36573
H 1.60410 1.68184 -2.13284
C -0.30741 1.77627 3.22762
H -2.44587 -2.17540 -2.34250
C -2.33830 -2.94050 -0.45419
C -0.37395 -2.03950 -1.59797
C 1.43413 2.38109 -0.15685
H 0.91871 -2.44476 -3.14593
H -0.91432 0.97246 -1.61530
H 3.44757 2.78006 0.29625
H 1.50348 2.85530 2.80427
H 2.34331 4.25414 -0.17073
C 2.64741 3.18782 -0.39594
C 0.67206 2.08463 0.98305
H -0.46584 1.84620 4.32264
C 0.41310 -1.50962 -2.71152
C 0.62907 2.27991 2.44393
H 1.28632 -1.85693 -0.38416
H -2.04996 0.55117 3.22273
H -2.06247 -0.09678 0.86457
C 0.95149 1.79074 -1.26406
H -0.08798 -0.76115 -3.38531
H -3.36772 -3.25388 -0.53852
H -2.00469 -3.76099 1.56475
H 0.68245 -2.95131 1.61079
H 3.00348 2.99056 -1.42441
C -1.30298 0.96607 2.59608
H 1.30229 -0.83614 -2.52807
C -1.72465 -2.42680 -1.61702
C -1.53722 -3.18250 0.74808
C -0.33144 1.13912 0.46868
C -1.42046 0.65755 1.24648
C -0.16386 -2.74098 0.75184
N -0.22830 1.01328 -0.92071

Model 2:
34
Properties=species:S:1:pos:R:3 method="wB97M-V/def2-TZVPD" gap_ev=8.5 e_homo_ev=-7.76 total_charge=0 smiles=Cc1c[nH]c2ccccc12.Cc1ccccc1 lumo_energy_ev=0.71
C 0.46437 -4.63634 -1.57374
N 0.11507 -1.23591 -0.18777
H 1.96915 0.85611 -0.26252
H 3.16872 -3.38117 -2.49367
C 1.70951 -2.37791 -1.25458
C 0.53182 -3.20312 -1.15915
C 3.41562 -0.18714 -1.49321
H -3.44442 0.88159 1.81809
C -3.78113 2.75488 1.05110
C -0.73291 1.10603 2.65103
H 0.64731 -5.24905 -0.68351
C 2.92513 -2.49784 -1.91769
H -1.40944 -2.72951 -0.24874
H 4.74529 -1.61346 -2.42952
C -2.96914 1.85236 1.74426
H -1.13212 0.10669 2.53340
C -1.70937 2.17123 2.22106
H -0.30906 3.78152 2.18584
C -3.34056 4.01564 0.68491
H 1.20310 -4.92709 -2.31611
H -4.72210 2.34817 0.69945
C -2.07998 4.34006 1.16401
C 2.16630 0.00977 -0.90562
H -0.45315 -0.44725 0.06450
C -1.29696 3.47133 1.90130
H -0.52257 -4.98989 -1.87684
C 1.37332 -1.12178 -0.69152
C 3.84873 -1.46223 -1.83576
C -0.42247 -2.46621 -0.53812
H -3.86496 4.62822 -0.03335
H -1.61124 5.30629 1.01886
H 3.92369 0.75356 -1.67034
H -0.27161 1.32402 3.61809
H 0.14570 1.33014 2.03232

Energetically preferred structure: model 2 | next structure: +181.5 kJ/mol

Model 1:
34
Properties=species:S:1:pos:R:3 method="wB97M-V/def2-TZVPD" gap_ev=8.9 e_homo_ev=-8.00 total_charge=0 smiles=Cc1c[nH]c2ccccc12.Cc1ccccc1 lumo_energy_ev=0.87
C 1.79514 -1.51863 1.89933
H 2.98983 -1.59692 2.14390
H -1.84609 -2.59115 -2.36013
H 2.72961 -0.02976 -2.17592
N -1.20826 -1.94179 -2.78169
C 0.92510 -1.20456 -2.15331
H -1.06362 2.94708 -0.79153
H 2.87312 -1.29595 -1.02669
H -0.84713 2.73301 4.15473
C 0.66784 1.93095 2.87581
C 2.38690 -1.13600 -2.04251
C -1.39120 -0.64009 -2.37506
H 1.01741 1.53339 -1.12327
H 1.40619 -2.50479 2.27218
C -0.00862 -0.52867 3.34986
C -1.14975 2.06744 -1.34288
H -3.13795 0.14489 -3.19533
C 0.00179 1.19772 -1.36538
H -0.33365 -1.63341 3.29594
C 1.45438 1.00542 2.21901
C -2.44672 0.32758 -2.45509
H -3.28645 2.18536 -1.90931
H -1.31473 0.09270 4.75392
H 0.34831 -3.29191 -3.02066
H 3.07606 -1.57867 -2.73084
C 1.06679 -0.29685 2.56883
C -0.33419 1.73860 3.79450
H 1.02593 2.95817 2.65818
H 2.22441 1.46327 1.67869
C -0.09385 -0.15622 -1.84412
C -0.65056 0.44012 4.02912
H 1.83694 -1.22414 0.82646
C 0.19448 -2.27480 -2.60196
C -2.29092 1.59489 -1.88590

Model 2:
34
Properties=species:S:1:pos:R:3 method="wB97M-V/def2-TZVPD" gap_ev=8.8 e_homo_ev=-7.92 total_charge=0 smiles=Cc1c[nH]c2ccccc12.Cc1ccccc1 lumo_energy_ev=0.90
H 0.52190 0.62114 5.85944
C -0.79318 -0.83787 -2.11753
C 0.32471 1.25376 -2.58263
C -1.07951 -0.90655 4.98184
H 1.09283 2.84308 -3.82404
C 0.85083 0.88945 -4.82211
C 0.05079 1.81106 -1.28389
C -0.93039 -1.07902 2.59999
C -0.96142 -0.27257 -0.83753
H 0.50127 2.71167 -1.07438
H 0.66301 -0.46389 1.60696
C 0.31757 -0.38299 2.59369
H -0.60440 -1.12020 -6.10890
H -1.13825 -1.84431 -4.65100
H 2.24043 1.73534 4.47548
H 2.76859 -0.01647 4.30392
H -1.52433 -1.26610 5.86913
H 2.57290 1.04666 2.89753
C -1.66045 -1.41876 3.73872
C -0.25537 -1.43391 -5.14193
C -0.06991 -0.00291 4.97524
C -0.20038 -0.01226 -3.07603
H -1.55515 -0.87623 -0.07639
H 0.49566 -2.18081 -5.29625
H -1.38223 -1.24017 1.59273
C 0.77082 0.18586 3.77365
H -1.12880 -1.82913 -2.41643
C -0.74239 1.03460 -0.44396
H 1.23863 1.22715 -5.76418
C 2.14689 0.77410 3.91120
H -2.60456 -1.93711 3.91509
H -1.01383 1.40058 0.54136
C 0.31881 -0.27396 -4.37952
N 0.76894 1.86078 -3.73926

Energetically preferred structure: model 2 | next structure: +66.3 kJ/mol

Model 1:
11
Properties=species:S:1:pos:R:3 method="wB97M-V/def2-TZVPD" gap_ev=12.9 e_homo_ev=-16.21 total_charge=+1 smiles="CNC(=[NH2+])F" lumo_energy_ev=-3.35
H -0.32516 -1.83894 -0.00539
C 1.33935 -0.51535 0.00055
H 1.58819 0.10302 0.86314
C -1.04036 0.01126 -0.00032
N -0.94075 1.31737 0.00010
H -1.78058 1.88396 0.00392
H 1.92212 -1.42936 0.05626
H -0.04727 1.78865 -0.00325
N -0.07019 -0.85585 0.00053
F -2.25606 -0.47614 -0.00008
H 1.61072 0.01139 -0.91548

Model 2:
11
Properties=species:S:1:pos:R:3 method="wB97M-V/def2-TZVPD" gap_ev=11.6 e_homo_ev=-15.90 total_charge=+1 smiles="CNC(=[NH2+])F" lumo_energy_ev=-4.27
N 0.20784 -0.91961 -1.60763
N 0.62224 0.87937 -0.04112
F 1.77384 0.72743 -2.01191
H -0.34136 -0.80882 1.00843
H -0.24693 0.85197 1.85859
H -1.39720 0.54123 0.60118
C -0.30307 0.39774 0.90615
H -0.27898 -1.30992 -0.79234
C 0.84822 0.24184 -1.21854
H 0.94005 1.88437 0.15290
H 0.16709 -1.32942 -2.48924

Energetically preferred structure: model 1 | next structure: +108.2 kJ/mol

Model 1:
9
Properties=species:S:1:pos:R:3 method="wB97M-V/def2-TZVPD" gap_ev="8.0 / 8.0" e_homo_ev="-16.95 / -16.95" total_charge=+1 lumo_energy_ev="-8.99 / -8.99"
N -0.75192 0.98508 0.00244
C -1.84188 -1.55121 -0.03977
H 1.29892 -1.07170 0.00381
C 1.43644 -0.02393 -0.02709
N -1.94957 0.89952 -0.08065
N 0.15425 0.32981 0.32641
N -2.25639 -0.46346 -0.09031
H 1.86896 0.54562 -0.82783
H 2.04119 0.35028 0.73298

Model 2:
9
Properties=species:S:1:pos:R:3 method="wB97M-V/def2-TZVPD" gap_ev="8.7 / 8.7" e_homo_ev="-14.02 / -14.02" total_charge=+1 lumo_energy_ev="-5.28 / -5.28"
H -1.71551 3.28605 0.58204
N -1.15941 2.46111 0.58696
N -0.56436 -0.72502 0.04846
N -1.37396 1.27068 0.69103
C -1.20418 0.11071 0.85619
H 1.82595 -2.23024 0.04664
C 0.46437 -0.94311 -0.48686
N 1.55449 -1.61329 -0.70424
H 2.17262 -1.61689 -1.62021

Model 3:
9
Properties=species:S:1:pos:R:3 method="wB97M-V/def2-TZVPD" gap_ev=9.2 e_homo_ev=-16.23 total_charge=+1 lumo_energy_ev=-7.04
H 1.03292 -2.11734 -0.05833
C -0.01528 1.10453 -0.04979
N -1.59230 -1.07734 -0.00214
N -1.93731 0.01007 0.07021
H 1.94095 0.18803 0.27296
N -1.29518 1.17573 -0.03064
H 0.47610 2.05831 -0.20297
N 0.49254 -1.26312 -0.07991
C 0.89757 -0.07888 0.08062

Energetically preferred structure: model 3 | next structure: +56.8 kJ/mol